37
Properties=species:S:1:pos:R:3 method="wB97M-V/def2-TZVPD" total_charge=-1 energy_ev=-37689.108 homo_lumo_gap_ev=3.892 homo_ev=-3.1358
C -3.71 2.55 -1.61
C -2.91 1.32 -1.28
O -1.54 1.72 -1.07
C -0.58 0.79 -1.28
C 0.65 1.32 -0.72
F 0.67 2.66 -0.61
C 1.96 0.69 -0.76
O 2.14 -0.50 -0.60
O 2.92 1.63 -0.97
C 4.23 1.16 -1.35
C 5.07 2.38 -1.65
O -0.67 -0.27 -1.88
H -4.72 2.20 -1.79
H -3.71 3.29 -0.80
H -3.33 3.05 -2.51
H -3.25 0.86 -0.35
H -2.94 0.61 -2.12
H 4.66 0.55 -0.55
H 4.16 0.55 -2.27
H 6.08 2.05 -1.88
H 4.67 2.93 -2.51
H 5.10 3.08 -0.80
O -2.26 0.74 1.76
N -2.23 -0.13 2.66
C -1.34 -1.25 2.56
C -0.63 -1.54 1.38
C -0.19 -2.86 1.29
N 0.02 -3.63 0.14
O 0.09 -3.34 -1.03
O 0.02 -5.00 0.54
N -0.21 -5.11 1.92
C -0.41 -3.83 2.34
N -1.05 -3.50 3.47
C -1.42 -2.23 3.59
O -2.98 -0.06 3.67
H -0.53 -0.90 0.51
H -1.86 -1.97 4.55